# 1
Below is the ion C3H4NO with charge +1, with properties calculated with ωB97M-V/def2-TZVPD.

Geometry as XYZ:
```
9
Properties=species:S:1:pos:R:3
C -1.62979 0.11271 -0.15305
H -0.04051 1.61516 0.00773
O 3.00799 0.07829 -0.16304
C 0.68664 -0.46166 0.05550
H -2.43277 0.68638 0.00621
H 0.58660 -1.47194 0.46022
N 1.88613 -0.13050 -0.09410
C -0.39899 0.55827 -0.01260
H -1.66529 -0.98671 -0.10686
```

As for the SMILES: C=CC=[N+]=O. As for the charge: +1. The HOMO-LUMO gap is 8.0 eV. The calculation puts the HOMO energy at -0.5755 Eh. As for the energy above the lowest of the compared OMol25 structures with the same formula, charge and spin: 85.5 kcal per mole.

=====

# 2
Below is a structure of composition C4H8AgF3O5, with properties calculated with ωB97M-V/def2-TZVPD.

Geometry as XYZ:
```
21
Properties=species:S:1:pos:R:3
C 0.46591 -2.84803 1.57031
O -0.01585 -2.11012 0.67010
H 1.14982 3.86701 -3.25316
H -1.19473 -2.60116 2.87047
O 1.67748 -3.18783 1.52578
H 1.08928 4.38669 -1.56792
H 0.24042 -3.07951 3.74249
H -2.03403 1.09467 1.09161
H -0.61677 -4.30631 2.74513
O -0.55550 2.22409 -1.15243
F 1.98705 0.27275 0.52212
F 1.68323 -1.53007 -1.69546
Ag 0.01911 -0.14086 -0.76297
H -0.36449 4.37166 -2.49912
C -0.32661 -3.25900 2.82905
H -2.05964 -0.40629 1.28747
C 0.36374 2.42741 -1.96193
F -1.65160 -0.88195 -2.21215
O 1.12771 1.58931 -2.30127
O -1.54666 0.29634 0.88822
C 0.56212 3.82121 -2.33631
```

As for the charge: -3. The HOMO-LUMO gap (alpha / beta) is 6.1 / 5.5 eV. The calculation puts the HOMO energy (alpha / beta) at 0.0748 / 0.0951 Eh. As for the energy above the lowest of the compared OMol25 structures with the same formula, charge and spin: 31.4 kcal per mole. The spin multiplicity is 2.

=====

# 3
Below is a structure of composition C19H19O3Sc, with properties calculated with ωB97M-V/def2-TZVPD.

Geometry as XYZ:
```
42
Properties=species:S:1:pos:R:3
H -2.75148 -0.33246 -2.12560
H -0.47581 2.87199 -4.83454
H -1.08187 2.55492 3.31293
H -1.03351 1.98151 -2.66887
C -0.46291 2.21004 1.16306
C -0.43892 -2.43468 2.48157
C 0.90800 -0.18510 -5.19770
O -1.21956 0.20058 -0.63460
C 0.65859 -0.70100 -3.91929
H 1.25631 -0.84974 -5.97801
C 0.72691 -1.90362 3.15004
H -0.83056 -2.97100 0.32609
C -0.12724 0.02516 -2.99205
C 0.53579 1.11212 -5.56065
C -2.07974 -0.72528 -1.37067
C -0.65842 -0.68482 -1.81516
C -0.33202 2.18096 2.60621
O -1.48644 -0.07867 3.32658
H -0.07763 0.26849 4.86396
C -0.48679 1.34714 -3.35997
C 1.09558 -1.88501 0.86641
H -2.37429 -1.60680 -0.77346
H -0.11036 -1.57085 -1.44139
H 0.61040 1.49278 -6.59454
C 1.68587 -1.66645 2.15862
C -0.20560 -2.46519 1.07541
H 0.87133 -1.76330 4.23627
H 1.58689 -1.70664 -0.09471
H 2.76149 1.27909 1.58309
O -1.74050 -0.39097 5.60229
C -0.10808 1.88325 -4.59122
H 1.04436 1.72362 -0.44968
H 1.37515 1.47986 3.90879
Sc -0.40063 -0.12056 1.59513
C 0.78319 1.75360 0.60683
C 1.68552 1.48047 1.68710
H -1.34107 2.56700 0.61901
C -1.11985 -0.05167 4.59582
H -1.32165 -2.83106 2.96904
H 0.99256 -1.69468 -3.59174
H 2.73112 -1.44036 2.34752
C 0.95588 1.64736 2.91208
```

As for the charge: 0. The HOMO-LUMO gap is 8.1 eV. The calculation puts the HOMO energy at -0.2940 Eh. As for the energy above the lowest of the compared OMol25 structures with the same formula, charge and spin: 10.6 kcal per mole.

=====

# 4
Below is a structure of composition H8O4Ti, with properties calculated with ωB97M-V/def2-TZVPD.

Geometry as XYZ:
```
13
Properties=species:S:1:pos:R:3
H 31.41717 -2.41580 17.46600
O 34.54351 4.18626 18.60674
H 27.56172 2.14537 15.77910
Ti 31.15936 2.12208 18.48832
O 32.06946 -1.71806 17.52855
H 29.13922 5.99387 21.19323
O 29.88259 5.89231 20.59882
H 34.25690 5.04593 18.29841
H 32.91104 -2.17037 17.47031
O 28.48494 2.20419 15.53324
H 28.60973 1.49852 14.89866
H 34.82040 4.33561 19.51076
H 30.32548 6.74060 20.62128
```

As for the charge: +1. The HOMO-LUMO gap (alpha / beta) is 6.9 / 9.9 eV. The calculation puts the HOMO energy (alpha / beta) at -0.4285 / -0.5347 Eh. As for the energy above the lowest of the compared OMol25 structures with the same formula, charge and spin: 66.3 kcal per mole. The spin multiplicity is 4.

=====

# 5
Below is a cluster of 11 separate species, C21H43Cl8F12N3O9S in total, with properties calculated with ωB97M-V/def2-TZVPD.

Geometry as XYZ:
```
97
Properties=species:S:1:pos:R:3
C -3.00562 5.01156 4.09232
Cl 3.97033 1.46591 5.43131
C -3.08719 5.83609 -0.72717
F -2.33275 4.93627 -1.33369
F -1.71879 1.59810 0.36345
F 2.74776 -5.96731 6.42954
C -3.01482 -5.07124 1.11681
H 2.83089 6.49433 -1.25173
H 0.29986 4.05414 -5.79964
F -3.28342 6.90151 -1.46428
H 6.01356 4.15523 3.83422
H -1.68054 -2.89564 8.08115
O 0.42167 -2.21292 -9.15181
O 0.96877 2.16659 -1.40744
O -2.97237 5.67778 1.74679
C 4.49011 -3.94347 1.26512
H -1.37840 6.17439 2.89176
H -1.87137 -4.02235 5.44903
H 5.67952 2.02424 -2.38702
O -1.44383 7.08590 0.49839
H 5.68231 0.57441 -3.41029
H 1.56866 -0.71847 -11.91746
Cl 3.77322 -3.85413 -1.42454
C 1.45822 -6.33829 6.66843
Cl -5.06160 -5.30281 2.89899
H -4.06813 5.17123 4.27585
H 4.65084 1.70137 -3.50840
F 1.23770 -6.16613 7.92541
H 0.53307 -0.24777 -9.80963
H 3.24678 -5.39718 0.33906
C -0.11190 -1.79871 -7.93457
H -2.83591 6.99795 3.13939
O 1.99667 0.46998 -0.11683
O 1.27920 2.64593 0.89666
C -7.28571 -0.31176 0.12076
C -0.69749 0.70015 0.19996
H -3.38944 -4.22488 0.54111
S 1.01163 1.55692 -0.08497
H -3.60643 -6.89623 2.28628
O -0.54489 -0.64289 -7.64631
H 1.25020 2.88665 -5.94224
C -0.05422 -2.87557 -6.92739
H 2.18535 -2.11510 -11.00361
F -0.98721 -3.83080 -7.39506
F 1.13504 -3.46809 -7.02006
C -2.42659 6.35581 0.57687
N 3.19569 6.10681 -0.39334
H 0.40738 2.96540 -4.57407
O 0.32465 -5.71782 4.59418
F -0.87008 -0.02356 -0.89264
C 5.10027 2.21998 4.22959
H 3.22990 6.76700 0.37026
C -0.98616 -3.60770 5.93130
C 3.39562 -4.31911 0.27822
H -1.97690 -1.86354 6.72213
C -6.81706 0.75636 1.09459
H 4.19587 -4.19160 2.28489
H -2.59979 5.34788 5.04642
H 4.13885 5.76051 -0.49644
H -2.78775 3.96183 3.89561
Cl -1.99375 -5.91966 -0.06252
H 4.63823 0.76865 -2.12053
N 5.21110 1.23525 -2.80916
O -0.03635 -4.48817 6.46413
H 4.73563 2.03759 3.21871
H 2.40321 -3.94646 0.53193
F 1.29566 -7.59612 6.46683
H 4.84998 -2.91472 1.24891
H 2.69315 5.28636 -0.08602
Cl 5.92041 -4.91915 0.80417
H -8.18194 0.02514 -0.40016
F -0.75362 -0.15627 1.19925
H -0.27877 -2.15925 7.28959
H -6.13901 0.37570 1.85842
C 5.24512 3.71771 4.47153
Cl -8.15135 1.49495 1.98520
H 4.29563 4.21772 4.28038
F -0.34852 -2.46801 -5.65964
H -7.51416 -1.24866 0.62883
C 1.28733 -1.61968 -11.37269
C -1.26666 -2.58786 7.12091
H -2.30901 -4.83342 1.91264
C -4.00120 -6.03665 1.74465
C 0.46388 -5.49272 5.80914
C 0.29537 -1.24706 -10.17437
H 6.09308 1.77372 4.28689
H -4.60463 -6.49185 0.95930
H -0.69541 -1.40111 -10.60181
N 0.32713 3.06972 -5.57546
Cl 6.02929 3.98291 6.06645
H 0.73527 -2.28175 -12.03976
C -2.45051 5.99293 2.96761
F -4.25749 5.17718 -0.40983
H -6.19126 1.42929 0.50839
H -0.47620 -3.08506 5.12205
Cl -6.05542 -0.65103 -1.10352
H -0.33740 2.45665 -6.02563
```

As for the charge: +2. The HOMO-LUMO gap is 5.8 eV. The calculation puts the HOMO energy at -0.4764 Eh.

=====

# 6
Below is a structure of composition C2H4INS, with properties calculated with ωB97M-V/def2-TZVPD.

Geometry as XYZ:
```
9
Properties=species:S:1:pos:R:3
C -0.89868 -0.62936 -0.35548
H 1.90597 1.11921 -0.13134
C 1.25279 0.22440 0.13551
I -3.33107 0.72127 -0.17134
H 1.41194 -0.06822 1.21105
S -1.14053 -2.16727 -0.62687
N -0.16354 0.33015 0.00365
H -0.65116 1.06373 0.38433
H 1.61428 -0.59392 -0.44952
```

As for the charge: 0. The HOMO-LUMO gap (alpha / beta) is 7.1 / 7.1 eV. The calculation puts the HOMO energy (alpha / beta) at -0.3067 / -0.3068 Eh. As for the energy above the lowest of the compared OMol25 structures with the same formula, charge and spin: 22.3 kcal per mole.

=====

Number 1: maximum force 4.6 eV Å⁻¹. Number 2: maximum force 4.9 eV Å⁻¹. Number 3: maximum force 2.4 eV Å⁻¹. Number 4: maximum force 0.6 eV Å⁻¹. Number 5: maximum force 6.0 eV Å⁻¹. Number 6: maximum force 4.1 eV Å⁻¹.